The following is a DFT calculation (wB97M-V/def2-TZVPD) of C23H55IrN3O2P4 as an isolated structure.

Output
HOMO-LUMO gap (alpha / beta): 7.48 / 4.87 eV
ΔE to the lowest compared entry with this formula, charge and spin: 0.0 kcal/mol
charge: +3
LUMO level (alpha / beta): -7.26 / -12.10 eV
F_max: 4.08 eV/A
multiplicity: 5

XYZ file:
```
88
C23H55IrN3O2P4 wB97M-V/def2-TZVPD
Ir 0.40 -0.93 -0.61
P -0.99 2.04 2.25
P 1.58 -2.69 -1.81
P 1.49 -1.50 1.22
P -1.45 -2.27 -0.15
O -0.80 0.95 1.25
O -0.29 0.51 -1.92
N 0.43 2.31 3.10
N -2.04 1.82 3.53
N -1.63 3.37 1.47
C 2.28 1.02 -4.44
C 0.47 3.18 4.28
C 0.47 -0.28 -5.34
C -0.96 3.03 -2.97
C -2.06 2.31 -3.19
C -3.47 1.90 3.22
C 1.55 -4.55 -1.51
C -2.14 -2.86 -1.74
C -1.77 0.79 4.52
C 3.14 -0.70 1.27
C 1.55 1.27 -3.29
C 3.26 -1.98 -2.00
C -1.17 -3.75 0.89
C 1.80 0.14 -5.41
C 1.92 -3.27 1.50
C 0.72 -1.09 2.83
C -2.77 -1.36 0.70
C -1.75 4.65 2.15
C 1.05 -2.86 -3.55
C -0.23 -0.15 -4.16
C -1.30 3.49 0.05
C 0.34 0.55 -3.06
C 1.67 2.43 2.31
H 0.94 4.14 4.03
H 1.31 -3.72 2.29
H -2.37 5.32 1.53
H -0.36 -4.36 0.49
H 3.24 -0.88 -1.93
H -2.21 1.96 -4.22
H -1.40 2.53 -0.46
H 1.28 -3.84 -3.98
H 2.51 2.13 2.95
H -2.01 -0.22 4.15
H 1.08 2.69 5.05
H -2.41 1.00 5.39
H 1.57 -2.09 -4.14
H -3.71 -1.54 0.17
H -1.58 -3.74 -2.10
H 0.80 -0.01 3.04
H -0.26 3.84 -0.09
H -2.10 -2.06 -2.49
H 0.62 -4.85 -1.02
H 3.87 -1.40 1.72
H -0.03 -2.70 -3.60
H 1.73 -3.83 0.58
H 3.24 1.51 -4.60
H -0.03 -0.80 -6.16
H -0.52 3.37 4.68
H 1.22 -1.64 3.64
H 3.49 -0.45 0.26
H 3.13 0.22 1.87
H -0.21 3.13 -3.77
H -1.98 4.21 -0.41
H -3.19 -3.15 -1.58
H 3.94 -2.36 -1.23
H -0.93 -3.44 1.91
H -2.90 2.15 -2.51
H -0.83 3.74 -2.13
H 2.42 -4.89 -0.93
H 1.52 0.33 -0.66
H -2.52 -0.29 0.71
H 2.98 -3.38 1.75
H -2.86 -1.73 1.74
H -0.77 5.14 2.30
H -1.14 -0.72 -3.95
H -3.65 2.68 2.46
H 1.63 1.77 1.43
H -0.72 0.79 4.84
H 1.83 3.46 1.97
H 2.45 -0.19 -6.24
H -3.99 2.16 4.16
H 1.57 -5.09 -2.47
H -0.34 -1.36 2.83
H -2.25 4.56 3.13
H -3.87 0.95 2.84
H -2.09 -4.36 0.91
H 3.67 -2.24 -2.99
H 1.85 2.03 -2.55
```

Here are the Mulliken charges for atoms 1 to 4, given in e: 2.3623 -0.2780 1.3457 0.4032